Entry from OMol25: C42H52BBrFeGe2N2O4 as an isolated structure (ωB97M-V/def2-TZVPD).

Geometry (Å):
C 2.088 2.612 1.116
C -3.298 5.274 -1.795
H -3.497 2.480 -0.371
H -1.682 -2.251 0.846
C -1.067 5.631 -2.615
H -2.630 7.096 -2.678
H -3.280 -6.975 -5.638
C 2.147 -0.061 -3.637
C -0.733 4.338 -2.250
O 0.024 1.716 -1.589
C -2.628 -4.048 0.165
C -3.345 -1.208 6.709
N -1.739 1.793 0.048
C 2.844 1.642 0.479
H 5.786 2.071 4.591
O 2.151 1.157 -0.619
H -0.037 -1.314 4.483
H 2.900 0.574 -3.169
C 4.081 1.274 0.932
C 4.269 3.542 4.045
C 2.662 -0.649 -4.946
C -0.456 -3.219 -3.031
H -5.487 -1.061 6.617
B 0.936 1.871 -0.589
H 3.203 5.432 3.764
C -4.572 -0.821 4.689
N -1.145 0.587 0.525
H -4.312 -2.591 -2.010
C -2.153 -0.935 4.611
H 4.811 5.399 3.046
H 1.286 0.579 -3.837
C -2.741 -1.087 -2.168
C 3.785 2.882 2.755
H -3.320 -1.383 7.776
C -1.356 2.064 -1.318
H -0.553 -3.510 0.416
H -0.330 6.267 -3.082
C -2.163 -1.167 5.997
O 0.900 2.802 0.440
H -2.403 -0.375 -2.926
C -1.349 0.416 1.838
H 2.929 0.135 -5.657
C 4.220 5.068 3.899
H 6.005 3.659 5.307
C -1.604 -5.634 -5.720
H -4.305 5.615 -1.606
C 2.528 3.245 2.249
H -2.684 -4.501 -2.204
Ge 1.579 -1.432 -2.328
O -3.923 3.220 -0.836
H 5.503 1.637 2.468
H -1.312 -5.930 -6.718
Br 1.027 -1.121 1.845
C -1.230 -4.255 -3.765
C -1.490 -3.037 0.110
H -0.040 -4.201 -5.556
Ge -1.132 -2.071 -1.575
H 3.390 2.031 5.340
H -3.603 -2.473 -3.611
H 4.547 -2.323 -2.906
C -0.877 -4.663 -5.055
H 2.308 3.375 4.990
C -2.361 -4.826 -3.192
H -1.221 -1.310 6.510
Fe 0.348 -0.400 -0.485
C -0.641 -0.446 2.654
H 3.635 -1.257 -0.814
C -3.900 -1.893 -2.739
H -4.712 -1.232 -3.047
H 3.641 3.596 6.121
H -2.777 -4.390 1.191
H 6.406 3.405 3.611
H 1.908 3.985 2.731
C 4.097 -2.922 -2.115
H -3.435 -0.650 2.898
H -1.914 1.394 -1.979
C -2.957 3.981 -1.417
H 1.908 -1.273 -5.423
H -5.512 -0.702 4.167
H 3.547 -1.268 -4.801
C 4.535 1.916 2.088
C -1.663 3.501 -1.651
C -3.089 -5.805 -3.851
H -1.397 2.568 0.619
C 3.345 3.110 5.192
H 1.365 -3.478 -4.069
H -3.574 -3.624 -0.171
C -0.876 -0.919 3.928
H -3.073 -0.500 -1.309
H 4.621 5.540 4.795
C -2.710 -6.217 -5.117
H -2.423 -4.936 -0.440
C -4.560 -1.029 6.061
C -2.356 6.091 -2.390
H -3.957 -6.238 -3.373
H 3.600 -3.768 -2.588
C 0.820 -2.924 -3.313
C 3.123 -2.103 -1.275
H -2.112 1.016 2.327
H 2.733 -2.716 -0.460
H 0.260 3.965 -2.453
H 4.673 0.522 0.435
H 4.913 -3.321 -1.511
C 5.700 3.140 4.398
C -3.390 -0.773 3.971

Cartesian forces, eV/Å:
C 0.12 0.01 0.05
C 0.05 -0.07 0.02
H 0.09 -0.15 0.05
H 0.01 0.01 0.01
C -0.02 0.01 0.00
H -0.02 0.07 -0.02
H -0.01 -0.02 -0.01
C -0.06 0.05 0.07
C 0.04 -0.01 -0.04
O 0.06 0.17 0.11
C -0.03 -0.25 0.06
C 0.00 0.00 0.02
N 0.03 0.18 0.01
C 0.06 -0.03 0.07
H -0.01 -0.06 0.01
O -0.29 0.07 -0.11
H 0.08 -0.04 0.01
H 0.03 0.00 0.04
C -0.07 0.10 0.15
C 0.00 -0.03 0.00
C 0.04 -0.01 -0.11
C 0.10 -0.04 -0.19
H -0.03 0.00 0.02
B 0.17 0.72 -0.27
H -0.08 0.02 -0.02
C -0.02 0.01 -0.01
N 0.17 0.12 0.09
H -0.02 -0.04 0.03
C 0.18 0.02 -0.09
H 0.05 0.01 -0.05
H -0.03 0.02 0.04
C 0.10 0.17 0.00
C 0.01 -0.02 -0.01
H 0.00 -0.01 0.03
C -0.18 -0.18 -0.17
H 0.00 0.01 -0.02
H 0.05 0.05 -0.03
C -0.01 0.01 0.03
O 0.06 -0.07 0.05
H 0.02 0.00 -0.01
C -0.06 -0.10 0.02
H 0.01 0.03 0.00
C 0.03 -0.01 0.02
H 0.01 0.02 0.03
C -0.03 -0.02 -0.01
H -0.07 0.02 0.02
C 0.01 -0.13 -0.06
H 0.12 -0.07 -0.43
Ge 0.11 -0.06 -0.20
O -0.08 0.16 -0.13
H 0.07 -0.02 0.03
H 0.01 -0.01 -0.03
Br 0.08 -0.07 0.33
C 0.01 0.14 0.06
C 0.07 0.04 0.15
H 0.11 0.06 -0.01
Ge -0.19 -0.04 -0.12
H 0.01 -0.06 -0.01
H 0.02 -0.01 -0.04
H 0.03 0.06 -0.07
C -0.01 0.02 0.08
H -0.06 0.03 -0.01
C -0.14 -0.03 0.26
H 0.05 0.00 0.01
Fe -0.19 -0.70 -0.02
C 0.10 0.00 -0.08
H -0.01 0.06 0.02
C -0.10 -0.08 -0.06
H -0.04 0.03 0.00
H 0.03 0.03 0.05
H -0.02 0.00 0.03
H 0.01 0.04 -0.05
H -0.04 0.07 0.04
C 0.08 -0.04 -0.04
H 0.03 0.01 -0.05
H 0.07 0.07 0.14
C -0.09 0.01 0.09
H -0.07 -0.04 -0.03
H -0.03 0.00 0.00
H 0.07 -0.05 0.04
C -0.06 0.02 -0.04
C -0.10 -0.06 -0.03
C 0.02 0.03 0.02
H 0.02 -0.08 -0.02
C 0.03 0.03 -0.01
H 0.10 -0.11 -0.15
H -0.05 0.03 -0.02
C -0.20 0.02 0.03
H -0.01 0.04 0.05
H 0.01 0.02 0.06
C -0.02 -0.03 -0.04
H 0.00 0.11 0.22
C -0.05 0.00 0.01
C 0.02 -0.01 -0.01
H -0.06 -0.03 0.02
H -0.05 -0.06 -0.04
C -0.09 0.01 0.08
C -0.03 0.06 0.05
H -0.03 0.00 -0.02
H -0.05 -0.01 0.04
H 0.05 -0.03 0.00
H 0.04 -0.06 -0.05
H 0.02 -0.01 0.04
C -0.01 0.02 0.03
C -0.07 -0.03 0.03

## Properties
HOMO-LUMO gap (alpha / beta)   6.352 / 7.453 eV
2S+1   5
F_max   0.015 Eh/bohr
Molecular weight   940.7 g/mol
HOMO energy (alpha / beta)   -5.92 / -7.75 eV
⟨S²⟩   6.11
Relative energy (zero: lowest compared OMol25 entry of this formula, charge and spin)   0.000 eV

***

Entry from OMol25: one molecule with the formula C5H10 (ωB97M-V/def2-TZVPD).

Geometry (Å):
H 1.038 -1.759 -0.104
C -1.843 -0.309 0.277
H 1.819 1.168 0.430
H -2.774 -0.588 -0.216
H -1.776 -0.592 1.324
H 0.613 -0.806 1.324
H -1.674 1.612 -0.883
C -1.200 0.992 -0.116
C 0.772 -0.747 0.238
H 2.955 -0.138 0.257
C -0.534 -0.318 -0.474
C 1.949 0.197 -0.055
H 1.942 0.383 -1.139
H -0.591 -0.622 -1.521
H -0.706 1.550 0.681

Cartesian forces, eV/Å:
H -0.16 0.20 0.15
C 0.04 -0.08 0.11
H -0.20 -0.03 -0.06
H 0.34 -0.04 0.05
H -0.15 0.05 -0.12
H -0.10 -0.03 -0.22
H 0.27 -0.36 0.26
C 0.31 0.13 0.14
C -0.11 0.09 -0.06
H -0.58 -0.28 -0.18
C 0.26 -0.11 0.05
C -0.10 0.30 -0.36
H 0.35 0.02 0.23
H 0.05 0.14 0.22
H -0.22 -0.02 -0.22

## Properties
SMILES   CCC1CC1
HOMO-LUMO gap   11.509 eV
2S+1   1
F_max   0.013 Eh/bohr
Molecular weight   70.1 g/mol
HOMO energy   -10.20 eV
Relative energy (zero: lowest compared OMol25 entry of this formula, charge and spin)   0.979 eV

***

Entry from OMol25: a 2-piece molecular cluster, C2H2N2 overall in a non-equilibrium geometry (ωB97M-V/def2-TZVPD).

Geometry (Å):
C -1.844 -0.670 0.479
H 0.551 -1.059 -1.248
C 1.353 -0.877 -0.562
H -2.294 -1.326 1.146
N -1.350 -0.264 -0.451
N 1.842 -0.316 0.290

Cartesian forces, eV/Å:
C -0.50 -0.95 0.43
H 0.54 -0.55 -0.29
C -1.70 -0.12 -1.39
H -0.58 -0.32 1.23
N 0.63 1.33 -1.63
N 1.62 0.61 1.64

## Properties
SMILES   C#N.C#N
HOMO-LUMO gap   13.216 eV
2S+1   1
F_max   0.046 Eh/bohr
Molecular weight   54.1 g/mol
HOMO energy   -12.28 eV
Relative energy (zero: lowest compared OMol25 entry of this formula, charge and spin)   0.648 eV

***

- What is the molecular weight in the third record?
  54.1 g/mol

***

- molecular weight of number 3 (C2H2N2)?
  54.1 g/mol

***

- 2S+1 of number 1 (C42H52BBrFeGe2N2O4)?
  5